Here is a molecular structure, C22H25CrO3 from the OMol25 dataset. Energies are from ωB97M-V/def2-TZVPD.

```
51
Properties=species:S:1:pos:R:3:mulliken_charge:R:1
Cr 0.170 1.428 0.233 0.797
C 2.073 1.405 1.522 -0.224
C 2.282 0.426 0.478 -0.598
C 2.137 1.100 -0.825 -0.450
H 2.532 -0.602 0.598 0.322
C 1.833 2.519 -0.552 -0.555
C 1.780 2.685 0.909 -0.865
H 1.632 3.605 1.435 0.482
H 2.199 1.238 2.576 0.432
H 2.133 0.622 -1.769 0.317
H 1.699 3.256 -1.318 0.486
C -1.986 1.195 0.933 -0.547
C -1.504 2.461 1.379 -0.306
C -1.132 3.220 0.241 -0.604
H -1.487 2.796 2.418 0.338
C -1.323 2.429 -0.936 -0.205
C -1.851 1.146 -0.500 -0.643
H -2.027 0.266 -1.140 0.318
H -2.462 0.426 1.544 0.412
H -0.804 4.275 0.268 0.367
H -1.148 2.693 -1.986 0.351
O -0.021 -0.729 -1.416 -0.144
C -0.172 0.389 -4.409 0.936
C 0.435 -0.925 -3.848 -1.270
C 0.688 1.649 -4.338 -0.855
C -1.698 0.417 -4.407 -1.158
C 0.563 -1.633 -2.276 -0.908
H 1.491 -1.079 -4.171 0.357
H -0.038 -1.831 -4.303 0.334
H 0.049 -2.580 -2.276 0.386
H 1.613 -1.882 -2.101 0.273
H 0.911 2.268 -5.188 0.457
H 1.650 1.349 -3.948 0.242
H 0.299 2.363 -3.587 -0.126
H -2.263 0.374 -5.316 0.371
H -2.178 1.300 -3.890 0.185
H -1.957 -0.431 -3.830 0.282
O -0.085 0.342 2.974 -0.611
C -0.099 -0.810 2.439 0.034
O -0.022 -1.045 1.167 -0.396
C -0.228 -1.999 3.317 0.057
C -0.094 -3.294 2.787 -0.259
C -0.192 -4.408 3.637 -0.504
C -0.438 -4.217 5.009 -0.323
C -0.593 -2.923 5.530 -0.506
C -0.487 -1.811 4.686 -0.366
H 0.088 -3.404 1.723 0.456
H -0.078 -5.404 3.219 0.361
H -0.507 -5.080 5.669 0.328
H -0.793 -2.766 6.590 0.336
H -0.589 -0.791 5.045 0.408
```

Results
- HOMO-LUMO gap (spin up / spin down) (eV) = 4.92 / 4.14
- HOMO level (spin up / spin down) (Eh) = 0.00430 / 0.03286
- energy (hartree) = -2123.28005
- charge = -2
- <S²> = 3.80
- 2S+1 = 4



Here is C5H8O in the gas phase from the OMol25 dataset. Energies are from ωB97M-V/def2-TZVPD.

```
14
Properties=species:S:1:pos:R:3:mulliken_charge:R:1
O 1.408 -0.281 1.616 -0.549
C 0.602 -0.149 0.482 0.200
C -0.864 -0.309 0.806 -0.398
C -0.860 0.159 -0.656 -0.501
C 0.294 1.124 -0.326 -0.502
C 0.110 -0.949 -1.015 -0.635
H 2.217 0.247 1.643 0.319
H -1.233 0.391 1.557 0.254
H -1.152 -1.344 1.022 0.261
H -1.716 0.498 -1.226 0.483
H 0.939 1.388 -1.174 0.264
H -0.011 2.012 0.236 0.276
H -0.313 -1.965 -0.958 0.270
H 0.581 -0.822 -2.007 0.260
```

Results
- HOMO-LUMO gap (eV) = 10.58
- HOMO level (Eh) = -0.35543
- energy (hartree) = -270.44583
- charge = 0



Here is a molecular structure, C21H15BrCaN6O3S4 from the OMol25 dataset. Energies are from ωB97M-V/def2-TZVPD.

```
51
Properties=species:S:1:pos:R:3:mulliken_charge:R:1
Ca 1.893 1.320 1.965 0.953
S 3.217 3.361 0.623 -0.436
C 2.018 4.621 0.832 0.279
C 2.064 5.661 -0.161 -0.037
N 2.128 6.470 -0.981 -0.605
C 1.083 4.714 1.838 0.491
S 0.834 3.599 3.165 -0.495
C 0.210 5.859 1.850 -0.024
N -0.503 6.765 1.890 -0.602
C -3.668 -3.213 -3.139 -1.539
C -2.938 -2.815 -1.883 1.074
C -2.167 -1.659 -1.838 -0.903
C -1.496 -1.293 -0.680 0.020
C -1.594 -2.086 0.453 -0.138
C -2.347 -3.251 0.421 -0.739
C -3.015 -3.606 -0.740 -0.653
S -0.785 -1.588 1.973 1.342
O -1.676 -0.648 2.614 -0.746
O -0.520 -2.822 2.681 -0.725
N 0.486 -0.792 1.489 -0.074
C 1.477 -1.382 0.768 0.651
C 1.653 -2.763 0.538 -0.785
C 2.720 -3.177 -0.223 -0.424
C 3.618 -2.247 -0.740 -0.724
C 3.391 -0.918 -0.446 -0.541
N 2.350 -0.490 0.263 0.067
H -3.479 -2.502 -3.944 0.341
H -4.746 -3.253 -2.971 0.336
H -3.353 -4.202 -3.481 0.328
H -2.087 -1.033 -2.720 0.347
H -0.878 -0.404 -0.655 0.302
H -2.389 -3.872 1.307 0.473
H -3.603 -4.518 -0.762 0.355
H 0.976 -3.474 0.991 0.439
H 2.867 -4.237 -0.400 0.381
H 4.477 -2.546 -1.324 0.371
H 4.069 -0.144 -0.788 0.404
O 5.390 -1.158 4.347 -0.595
S 4.058 -0.521 4.367 0.167
N 3.513 0.142 3.182 -0.553
Br -3.451 2.535 -2.829 -0.197
C -2.024 2.326 -1.588 0.189
C -0.719 2.383 -2.037 -0.729
C 0.286 2.202 -1.095 -0.444
N 0.040 1.966 0.189 0.944
C -1.225 1.941 0.603 -0.406
C -2.303 2.113 -0.253 -0.875
H -0.481 2.569 -3.074 0.476
H 1.334 2.254 -1.370 0.402
H -1.389 1.749 1.655 0.392
H -3.316 2.066 0.118 0.462
```

Results
- HOMO-LUMO gap (eV) = 5.29
- HOMO level (Eh) = -0.06293
- energy (hartree) = -6208.10869
- charge = -2



Here is C5H7NO5 in the gas phase from the OMol25 dataset. Energies are from ωB97M-V/def2-TZVPD.

```
18
Properties=species:S:1:pos:R:3:mulliken_charge:R:1
C 1.595 -1.994 1.100 -0.601
O 1.992 -0.606 0.893 -0.302
C 1.068 0.287 0.766 0.775
O 1.245 1.443 0.685 -0.505
O -0.241 -0.284 0.718 -0.371
C -1.412 0.500 0.576 1.272
C -1.300 1.215 -0.724 -1.562
O -1.546 1.325 1.717 -0.570
C -2.663 -0.325 0.483 -0.643
N -3.720 -0.517 0.076 0.616
O -4.803 -0.890 -0.135 -0.687
H 2.620 -2.346 1.594 0.239
H 1.467 -2.517 0.235 0.300
H 0.721 -2.065 1.888 0.287
H -2.167 1.691 -1.199 0.421
H -0.936 0.463 -1.342 0.494
H -0.526 1.889 -0.843 0.438
H -0.852 2.030 1.616 0.399
```

Results
- HOMO-LUMO gap (eV) = 10.52
- HOMO level (Eh) = -0.36797
- energy (hartree) = -625.54460
- charge = 0



Here is 2 unconnected molecules or ions with the total composition C3H6NO2 from the OMol25 dataset. Energies are from ωB97M-V/def2-TZVPD.

```
12
Properties=species:S:1:pos:R:3:mulliken_charge:R:1
C -0.450 -0.671 -2.220 -0.744
C -0.111 1.030 -0.681 -0.153
N 0.203 0.603 -1.825 -0.479
H -1.503 -0.518 -1.922 0.304
H -0.439 -0.876 -3.289 0.266
H -0.024 -1.561 -1.732 0.274
H 0.020 2.050 -0.313 0.289
H -0.504 0.248 -0.019 0.246
O 0.387 -0.305 1.813 -0.581
C 0.714 -0.080 2.996 -0.010
O 1.821 0.314 3.427 -0.651
H -0.116 -0.235 3.765 0.240
```

Results
- HOMO-LUMO gap (eV) = 7.97
- HOMO level (Eh) = -0.15079
- energy (hartree) = -323.15060
- charge = -1



Here is a molecular structure, C45H52BN17SScSe from the OMol25 dataset. Energies are from ωB97M-V/def2-TZVPD.

```
118
Properties=species:S:1:pos:R:3:mulliken_charge:R:1
Sc 0.548 0.483 -0.290 0.381
C -0.693 -2.018 2.136 -1.053
C -0.891 -0.567 2.423 0.304
C -1.521 0.012 3.524 -2.354
C -1.350 1.374 3.368 -0.173
N -0.672 1.597 2.235 0.936
N -0.390 0.390 1.638 0.361
B 0.311 2.773 1.871 0.726
N 0.064 3.249 0.385 0.976
C -0.321 4.480 0.027 -0.320
C -0.101 4.636 -1.328 -1.882
C 0.458 3.433 -1.755 0.598
C 0.973 3.096 -3.114 -1.437
N 0.549 2.592 -0.713 0.898
N 1.729 2.148 1.980 0.485
C 2.558 2.201 3.040 -0.269
C 3.476 1.183 2.934 -1.854
C 3.121 0.496 1.768 0.558
C 3.777 -0.714 1.185 -0.886
N 2.069 1.087 1.201 0.479
N 0.160 3.961 2.770 0.480
C 1.024 5.004 2.922 -0.204
C 0.336 6.039 3.487 -1.429
C -0.990 5.557 3.635 0.701
C -2.170 6.265 4.213 -1.350
N -1.089 4.320 3.186 -1.069
H -0.109 -2.460 2.945 0.472
H -0.166 -2.162 1.191 -0.439
H -1.650 -2.535 2.093 0.534
H -2.030 -0.494 4.327 0.554
H -1.659 2.208 3.975 0.797
H -0.713 5.170 0.757 0.564
H -0.292 5.511 -1.925 0.618
H 0.256 3.399 -3.877 0.450
H 1.174 2.033 -3.214 -0.096
H 1.902 3.640 -3.296 0.359
H 2.435 2.950 3.802 0.689
H 4.287 0.962 3.606 0.597
H 4.673 -0.434 0.625 0.337
H 3.109 -1.259 0.519 -0.341
H 4.085 -1.378 1.994 0.441
H 2.053 4.941 2.606 0.569
H 0.724 7.004 3.768 0.477
H -1.993 6.524 5.257 0.325
H -3.049 5.627 4.158 0.301
H -2.370 7.192 3.675 0.328
Se 0.650 -0.727 -5.719 0.245
N -0.916 -0.185 -6.303 -0.827
C -1.525 0.375 -5.279 0.393
C -2.807 0.994 -5.332 -0.670
C -3.251 1.566 -4.191 -1.297
C -2.464 1.506 -2.997 -0.111
N -1.298 0.937 -2.866 0.959
C -0.793 0.384 -4.020 -0.180
N 0.407 -0.156 -4.064 0.150
H -3.366 0.997 -6.258 0.492
H -4.208 2.066 -4.144 0.512
H -2.885 1.957 -2.107 0.330
C 3.956 -5.575 -0.522 -0.960
C 3.725 -4.072 -0.234 -0.330
N 2.384 -3.863 0.310 0.494
C 1.390 -4.436 -0.592 0.264
C 1.526 -5.977 -0.631 -1.129
N 2.802 -6.324 0.084 0.017
C 2.683 -5.985 1.542 -0.790
C 2.282 -4.490 1.624 -0.403
H 4.871 -5.959 -0.075 0.351
H 3.964 -5.802 -1.587 0.372
H 3.819 -3.488 -1.149 0.073
H 4.454 -3.698 0.485 0.553
H 1.534 -4.016 -1.586 0.281
H 0.391 -4.152 -0.263 -0.243
H 1.591 -6.368 -1.644 0.367
H 0.717 -6.487 -0.110 0.322
H 2.972 -7.323 -0.010 0.305
H 3.647 -6.191 2.003 0.287
H 1.936 -6.645 1.979 0.401
H 2.930 -3.965 2.325 0.465
H 1.258 -4.392 1.980 0.244
S -1.159 -3.205 -2.781 -0.215
C -0.459 -2.107 -1.877 0.578
N 0.111 -1.322 -1.192 -0.285
N 2.728 -1.611 -2.527 0.606
C 3.255 -0.343 -2.415 -0.093
C 4.374 -0.014 -3.198 -0.823
C 5.001 1.191 -3.025 -0.762
C 4.500 2.061 -2.055 -1.213
C 3.393 1.678 -1.347 -0.432
N 2.738 0.499 -1.503 1.470
H 2.915 -2.046 -3.418 0.362
H 1.754 -1.664 -2.261 -1.155
H 4.730 -0.736 -3.922 0.482
H 5.865 1.455 -3.620 0.465
H 4.952 3.023 -1.860 0.562
H 2.982 2.349 -0.612 0.274
C -5.494 -3.795 -0.556 -0.557
C -6.055 -2.522 -0.595 -0.779
C -5.277 -1.407 -0.359 -0.521
C -3.896 -1.531 -0.084 0.033
C -3.341 -2.825 -0.117 0.389
C -4.130 -3.937 -0.322 -1.101
N -3.061 -0.461 0.129 0.701
C -3.603 0.671 0.698 -0.349
C -4.642 0.647 1.653 -0.310
C -5.100 1.817 2.228 -0.957
C -4.554 3.043 1.866 -0.806
C -3.510 3.085 0.948 -0.234
C -3.026 1.916 0.398 0.910
H -6.111 -4.666 -0.730 0.405
H -7.106 -2.406 -0.820 0.415
H -5.716 -0.420 -0.423 0.566
H -2.272 -2.913 0.018 0.423
H -3.684 -4.923 -0.324 0.436
H -5.051 -0.305 1.963 0.625
H -5.888 1.775 2.968 0.431
H -4.923 3.957 2.312 0.479
H -3.060 4.033 0.685 0.401
H -2.185 1.934 -0.286 -0.499
```

Results
- HOMO-LUMO gap (spin up / spin down) (eV) = 6.39 / 7.09
- HOMO level (spin up / spin down) (Eh) = -0.41726 / -0.44824
- energy (hartree) = -6261.81225
- charge = +2
- <S²> = 0.79
- 2S+1 = 2



Here is a molecular structure, C23H20Cl2LaO4P from the OMol25 dataset. Energies are from ωB97M-V/def2-TZVPD.

```
51
Properties=species:S:1:pos:R:3:mulliken_charge:R:1
C -3.088 1.844 1.308 -1.213
C -1.799 2.298 1.159 -0.253
C -1.492 2.431 -0.255 -0.126
H -1.115 2.599 1.959 0.598
C -2.584 2.052 -0.991 -0.985
C -3.755 1.739 -0.076 0.270
H -4.642 2.354 -0.264 0.638
H -3.693 1.735 2.204 0.583
H -0.557 2.839 -0.637 0.627
H -2.731 2.098 -2.058 0.441
La -2.695 -0.806 0.122 1.563
Cl -2.160 -1.312 -2.342 -0.523
P 0.595 -0.399 -0.045 0.549
C 1.489 0.657 -1.246 0.076
C 2.714 1.289 -0.965 -0.113
H 3.143 1.233 0.036 0.433
C 3.381 2.001 -1.971 -0.582
H 4.337 2.472 -1.747 0.400
C 2.832 2.121 -3.249 -0.463
H 3.360 2.672 -4.030 0.363
C 1.591 1.534 -3.521 -0.628
H 1.144 1.636 -4.511 0.415
C 0.922 0.820 -2.531 -0.275
H -0.054 0.376 -2.745 0.170
C 1.305 -0.077 1.609 0.336
C 1.342 1.240 2.111 -0.447
H 1.008 2.072 1.488 0.819
C 1.785 1.489 3.410 -0.844
H 1.785 2.510 3.792 0.406
C 2.214 0.434 4.225 -0.527
H 2.581 0.633 5.235 0.370
C 2.147 -0.877 3.743 -0.601
H 2.449 -1.706 4.382 0.405
C 1.670 -1.138 2.457 -0.710
H 1.577 -2.166 2.106 0.362
C 1.030 -2.126 -0.471 0.800
C 2.268 -2.435 -1.053 -0.190
H 2.962 -1.635 -1.315 0.390
C 2.605 -3.771 -1.298 -0.591
H 3.578 -4.008 -1.725 0.402
C 1.701 -4.798 -1.013 -0.583
H 1.966 -5.839 -1.206 0.373
C 0.449 -4.483 -0.477 -0.696
H -0.271 -5.272 -0.263 0.389
C 0.108 -3.164 -0.202 0.168
H -0.891 -2.964 0.217 -0.409
O -6.254 -0.884 0.906 -0.634
Cl -6.888 0.335 0.308 0.929
O -6.777 0.332 -1.162 -0.549
O -6.321 1.574 0.906 -0.626
O -4.268 0.439 -0.315 -0.706
```

Results
- HOMO-LUMO gap (eV) = 5.93
- HOMO level (Eh) = -0.25694
- energy (hartree) = -2482.50969
- charge = 0



Here is C4H8N2OS in the gas phase from the OMol25 dataset. Energies are from ωB97M-V/def2-TZVPD.

```
16
Properties=species:S:1:pos:R:3:mulliken_charge:R:1
C -0.843 -1.158 0.986 -0.462
C -0.008 -0.281 0.290 0.830
C -0.055 -0.074 -1.101 -0.967
C 1.129 0.457 1.034 -1.421
N -1.972 -1.723 0.659 -0.274
N -2.559 0.292 -0.762 -0.327
O -2.690 -1.290 -0.265 -0.181
S -2.541 1.369 0.484 -0.101
H -0.537 -1.575 1.884 0.479
H -0.909 0.673 -1.355 0.325
H -0.360 -0.999 -1.483 0.364
H 0.965 0.260 -1.479 0.414
H 1.279 1.417 0.492 0.368
H 2.119 -0.142 1.069 0.286
H 0.905 0.684 2.035 0.421
H -3.112 0.244 -1.602 0.247
```

Results
- HOMO-LUMO gap (spin up / spin down) (eV) = 7.59 / 6.07
- HOMO level (spin up / spin down) (Eh) = -0.30303 / -0.27251
- energy (hartree) = -739.89932
- charge = 0



Here is 2 unconnected molecules or ions with the total composition C10H16 from the OMol25 dataset. Energies are from ωB97M-V/def2-TZVPD.

```
26
Properties=species:S:1:pos:R:3:mulliken_charge:R:1
C -1.319 -0.484 2.202 -1.446
C -0.859 0.767 1.481 1.042
C -1.596 1.924 1.578 -0.571
C -1.065 3.113 1.023 -0.338
C 0.185 3.139 0.441 -0.553
C 0.977 1.961 0.448 -0.455
C 0.482 0.852 1.052 -0.600
H -1.375 -0.281 3.275 0.319
H -0.662 -1.318 1.972 0.343
H -2.316 -0.851 1.904 0.351
H -2.642 1.951 1.820 0.335
H -1.800 3.887 0.817 0.312
H 0.545 4.094 0.082 0.361
H 1.950 2.038 0.010 0.418
H 1.015 -0.081 1.038 0.464
C 1.742 -1.444 -0.969 -0.837
C 1.047 -2.387 -1.933 -0.283
C -0.368 -1.992 -2.405 -0.939
H 1.485 -0.393 -1.098 0.236
H 2.828 -1.483 -0.978 0.320
H 1.329 -1.638 0.017 0.118
H 1.582 -2.384 -2.904 0.256
H 1.047 -3.408 -1.545 0.335
H -1.171 -2.521 -1.856 0.261
H -0.635 -1.026 -1.984 0.259
H -0.408 -2.035 -3.487 0.292
```

Results
- HOMO-LUMO gap (eV) = 10.02
- HOMO level (Eh) = -0.33177
- energy (hartree) = -390.59500
- charge = 0



Here is 2 unconnected molecules or ions with the total composition C3H11NOS2 from the OMol25 dataset. Energies are from ωB97M-V/def2-TZVPD.

```
18
Properties=species:S:1:pos:R:3:mulliken_charge:R:1
C -0.740 -2.682 1.386 -0.819
S -1.015 -0.949 0.836 -0.037
S -0.132 -0.496 -0.875 -0.093
C 1.671 -0.309 -0.774 -0.480
C 2.195 0.766 0.181 -0.699
N 1.482 2.072 0.147 -0.552
H 0.266 -3.044 1.334 0.273
H -1.077 -2.698 2.427 0.300
H -1.524 -3.260 0.882 0.283
H 1.902 -0.116 -1.835 0.308
H 2.243 -1.242 -0.621 0.356
H 3.159 1.095 -0.202 0.393
H 2.240 0.514 1.232 0.318
H 1.613 2.499 -0.759 0.268
H 0.497 1.962 0.333 0.176
O -2.163 2.877 -0.734 -0.630
H -2.480 1.986 -0.998 0.324
H -1.403 2.752 -0.180 0.312
```

Results
- HOMO-LUMO gap (eV) = 9.35
- HOMO level (Eh) = -0.32071
- energy (hartree) = -1047.24464
- charge = 0



Here is 2 unconnected molecules or ions with the total composition C3H2INS from the OMol25 dataset. Energies are from ωB97M-V/def2-TZVPD.

```
8
Properties=species:S:1:pos:R:3:mulliken_charge:R:1
C -0.056 0.443 -0.144 -0.026
C 1.332 0.130 0.152 -0.212
C -0.655 -0.703 -0.385 -0.096
N 1.505 -1.168 0.283 -0.467
S 0.221 -2.092 -0.011 0.086
I -3.976 0.969 0.014 0.030
H -0.356 1.487 -0.178 0.307
H 1.986 0.934 0.270 0.379
```

Results
- HOMO-LUMO gap (spin up / spin down) (eV) = 8.46 / 6.72
- HOMO level (spin up / spin down) (Eh) = -0.36802 / -0.36579
- energy (hartree) = -866.00716
- charge = 0



Here is C4H12ClNOSSi in the gas phase from the OMol25 dataset. Energies are from ωB97M-V/def2-TZVPD.

```
21
Properties=species:S:1:pos:R:3:mulliken_charge:R:1
C 0.631 0.369 -3.279 -0.772
C 0.843 0.595 1.926 -0.877
C -0.069 -2.146 0.280 -1.106
C -2.202 0.168 1.461 -1.091
N -0.314 0.702 -0.699 -0.370
O 2.017 -0.215 -1.091 -0.555
Si -0.341 -0.208 0.874 0.398
S 1.070 0.751 -1.596 0.857
Cl 1.860 2.641 -0.985 -0.388
H 1.468 -0.173 -3.453 0.403
H 0.552 1.218 -4.031 0.328
H 0.867 1.721 2.071 0.334
H 0.853 0.246 3.024 0.320
H 1.865 0.368 1.493 0.291
H 0.564 -2.737 0.878 0.379
H -1.081 -2.714 0.320 0.287
H 0.197 -2.062 -0.679 0.349
H -2.240 1.080 2.192 0.261
H -2.861 0.536 0.666 0.339
H -2.583 -0.766 1.888 0.295
H -1.094 0.627 -1.261 0.316
```

Results
- HOMO-LUMO gap (spin up / spin down) (eV) = 6.84 / 7.44
- HOMO level (spin up / spin down) (Eh) = -0.23113 / -0.36410
- energy (hartree) = -1437.29038
- charge = 0
- <S²> = 2.01
- 2S+1 = 3



no.,strongest force on any atom (hartree/bohr)
1,0.1047
2,0.0180
3,0.0104
4,0.1196
5,0.0366
6,0.0228
7,0.0581
8,0.0787
9,0.0463
10,0.0447
11,0.0790
12,0.1153